{"formula": "C4H39NO16", "method": "wB97M-V/def2-TZVPD", "species": ["C", "N", "C", "C", "C", "O", "H", "H", "H", "H", "H", "H", "H", "H", "H", "H", "H", "O", "H", "H", "O", "H", "H", "O", "H", "H", "O", "H", "H", "O", "H", "H", "O", "H", "H", "O", "H", "H", "O", "H", "H", "O", "H", "H", "O", "H", "H", "O", "H", "H", "O", "H", "H", "O", "H", "H", "O", "H", "H", "O"], "positions_angstrom": [[1.5004, 0.8544, -0.2207], [0.0770, 1.1363, -0.3670], [-1.0058, -1.0459, -0.2127], [-0.8742, 0.3075, 0.4172], [-0.4470, 0.2988, 1.9055], [0.1346, -0.8538, 2.4351], [1.7692, -0.2064, -0.1764], [2.0238, 1.4500, -0.9595], [1.7808, 1.3424, 0.7207], [-0.2456, 1.2028, -1.3181], [-1.5688, -1.8442, 0.2788], [-1.1984, -1.0536, -1.2903], [-0.0057, -1.5032, -0.3501], [-1.7431, 0.9650, 0.3908], [0.2151, 1.1117, 2.1775], [3.0780, -0.1740, -3.2281], [1.9053, -0.7478, -2.4458], [2.1240, -0.0956, -3.1191], [0.2484, 1.8132, -4.0440], [0.6054, 0.2831, -4.2334], [0.0777, 1.0250, -4.5603], [-2.8522, 1.2152, -3.4341], [-1.6347, 0.4799, -3.9406], [-2.3318, 0.4193, -3.2680], [4.1710, -2.4286, -1.8983], [3.6172, -3.0969, -0.7573], [3.3630, -2.9252, -1.6885], [-4.9592, 2.0167, -0.2720], [-4.0096, 2.5941, 0.6711], [-4.8111, 2.8420, 0.1971], [-3.0541, 0.2516, -1.2364], [-3.5271, -0.0850, 0.1748], [-3.4025, 0.6639, -0.4289], [-0.0106, -3.6931, 2.2273], [0.3535, -3.6717, 0.7835], [0.6921, -3.3813, 1.6325], [3.9065, 0.0469, 3.3140], [2.6514, -0.7154, 3.5724], [3.5899, -0.8583, 3.3890], [3.4407, -2.4382, 1.9157], [2.4230, -3.0452, 0.9486], [3.3755, -2.9086, 1.0742], [-1.6831, 0.8805, 3.3809], [-1.6898, -1.8648, 2.7240], [-1.7517, 0.4709, 2.5113], [-2.8581, 4.0309, -1.3413], [-3.9853, 3.2809, -2.0765], [-3.0358, 3.3804, -2.0232], [2.4319, 3.6231, 0.3605], [1.0059, 3.5246, -0.1560], [1.8839, 3.8304, -0.4023], [1.5755, -3.3646, -1.5789], [0.1754, -2.9138, -2.0305], [0.6255, -3.5318, -1.4566], [-0.0066, -1.5818, 1.8130], [-2.3823, -2.3908, 3.8670], [-2.0442, -2.7233, 3.0222], [1.0651, 3.9285, 3.1478], [0.8657, 2.5590, 2.5702], [0.3661, 3.3140, 2.8922]], "orbital_gap_ev": 8.79, "energy_ev": -39030.734, "e_above_lowest_kj_mol": 384.4, "e_lumo_ev": -0.24}